This record from the Open Molecules 2025 dataset describes C49H48HfIN5O6S as an isolated structure. The level of theory is wB97M-V/def2-TZVPD.

Each line ends with the Mulliken charge.
Cartesian coordinates (Å):
1 Hf -0.765 0.155 1.236  0.66
2 C -0.334 4.081 -0.278  -0.45
3 C 1.062 3.753 0.138  0.64
4 N 2.015 4.562 -0.321  -0.64
5 C 3.273 4.360 0.049  -0.92
6 C 3.645 3.395 0.961  0.62
7 C 5.110 3.329 1.331  -0.95
8 O 5.559 4.499 2.011  -0.54
9 C 2.652 2.545 1.479  0.66
10 C 3.047 1.612 2.555  -1.75
11 N 2.396 0.577 2.862  0.55
12 C 2.899 -0.325 3.816  0.07
13 C 4.249 -0.659 3.922  -0.26
14 C 4.659 -1.639 4.814  -0.95
15 C 3.730 -2.303 5.603  -0.55
16 C 2.379 -1.992 5.495  -0.69
17 C 1.980 -1.018 4.600  0.00
18 I -0.026 -0.489 4.365  0.42
19 C 1.340 2.660 0.984  0.06
20 O 0.341 1.825 1.355  -0.77
21 H -0.338 5.090 -0.686  0.49
22 H -1.018 4.022 0.567  0.07
23 H -0.695 3.394 -1.044  -0.05
24 H 4.021 5.018 -0.383  0.43
25 H 5.702 3.283 0.417  0.43
26 H 5.355 2.435 1.901  0.22
27 H 4.961 4.673 2.746  0.36
28 H 3.955 1.869 3.106  1.00
29 H 4.971 -0.182 3.268  0.49
30 H 5.709 -1.896 4.880  0.40
31 H 4.051 -3.076 6.290  0.39
32 H 1.644 -2.514 6.093  0.45
33 C -1.077 -3.582 1.701  -1.22
34 C -2.357 -2.842 1.485  0.94
35 C -3.490 -3.581 1.064  -0.96
36 C -4.699 -2.978 0.949  -0.89
37 C -4.847 -1.634 1.358  0.90
38 C -6.106 -1.001 1.425  -0.97
39 C -6.200 0.261 1.936  -0.89
40 C -5.050 0.922 2.407  -0.39
41 C -3.805 0.346 2.332  0.81
42 S -2.397 1.147 3.020  -0.45
43 C -3.688 -0.951 1.763  -0.03
44 N -2.436 -1.541 1.719  0.06
45 H -1.306 -4.589 2.051  0.65
46 H -0.447 -3.088 2.432  -0.11
47 H -0.495 -3.682 0.786  0.19
48 H -3.360 -4.629 0.831  0.50
49 H -5.566 -3.526 0.599  0.44
50 H -6.986 -1.543 1.100  0.40
51 H -7.163 0.751 2.004  0.42
52 H -5.141 1.902 2.859  0.45
53 O 2.002 -2.790 2.056  -0.71
54 C 1.874 -1.861 1.298  0.15
55 O 0.770 -1.152 1.165  1.28
56 C 2.996 -1.440 0.393  0.59
57 C 2.918 -0.300 -0.397  0.48
58 C 3.986 0.079 -1.201  -0.69
59 C 5.135 -0.695 -1.232  -0.77
60 C 5.182 -1.836 -0.450  -0.77
61 C 4.141 -2.223 0.366  -0.19
62 N 6.403 -2.677 -0.489  1.04
63 O 6.434 -3.655 0.228  -0.62
64 O 7.298 -2.336 -1.235  -0.65
65 H 2.021 0.302 -0.374  -0.45
66 H 3.916 0.973 -1.808  0.60
67 H 5.986 -0.432 -1.845  0.58
68 H 4.212 -3.107 0.983  0.72
69 C -3.956 3.977 0.918  -2.08
70 C -3.601 3.103 -0.258  0.55
71 C -4.131 3.359 -1.521  -0.85
72 C -3.690 2.625 -2.608  -0.27
73 C -4.157 2.954 -4.004  -1.77
74 C -2.783 1.578 -2.430  -0.14
75 C -2.292 1.233 -1.164  0.81
76 C -2.694 2.076 -0.124  0.24
77 N -1.450 0.132 -0.818  0.01
78 C -1.012 -0.735 -1.950  1.92
79 C -0.162 -1.911 -1.451  -0.73
80 C 0.280 -2.839 -2.592  0.44
81 C -0.934 -3.422 -3.316  -1.61
82 C -1.796 -2.263 -3.816  0.15
83 C -0.986 -1.411 -4.802  -1.36
84 C 0.282 -0.877 -4.120  0.09
85 C 1.122 -2.042 -3.590  -1.22
86 C -0.110 0.025 -2.944  -1.00
87 C -2.232 -1.418 -2.615  -1.23
88 H -5.026 4.197 0.929  0.50
89 H -3.429 4.934 0.856  0.40
90 H -3.681 3.508 1.863  0.16
91 H -4.855 4.157 -1.654  0.38
92 H -4.983 3.665 -3.986  0.42
93 H -4.487 2.060 -4.537  0.35
94 H -3.346 3.400 -4.584  0.32
95 H -2.479 1.061 -3.323  0.76
96 H -2.213 1.976 0.843  0.35
97 H -0.740 -2.479 -0.719  -0.42
98 H 0.733 -1.528 -0.970  -1.60
99 H 0.883 -3.647 -2.169  0.58
100 H -1.517 -4.056 -2.640  0.44
101 H -0.602 -4.047 -4.151  0.58
102 H -2.688 -2.653 -4.313  0.32
103 H -1.594 -0.575 -5.168  0.50
104 H -0.714 -2.016 -5.672  0.58
105 H 0.868 -0.297 -4.836  0.39
106 H 2.021 -1.651 -3.097  0.22
107 H 1.451 -2.692 -4.407  0.63
108 H -0.581 0.934 -3.310  0.84
109 H 0.788 0.340 -2.397  -0.08
110 H -2.684 -2.072 -1.859  0.13
111 H -3.010 -0.722 -2.909  0.97

relative energy (zero: lowest compared OMol25 entry of this formula, charge and spin): 0.00 kJ/mol
charge: 0
molar mass: 1140.41 g mol⁻¹
Kohn-Sham gap: 7.115 eV